Computed, not measured: C7H13N2S as an isolated structure at a distorted geometry, with the ωB97M-V functional and the def2-TZVPD basis.

Last column: Mulliken charge in e.
Element x y z (Å)
1 C -0.13075 -0.31393 -1.28020  0.317
2 C 0.29321 2.01328 0.33592  -0.539
3 C -0.55648 0.88896 0.99106  -0.676
4 C 0.77365 -1.28514 1.24058  -1.282
5 C 0.18397 2.13370 -1.19239  -0.630
6 C -0.06179 -2.38864 1.76457  -0.496
7 C -0.25048 -0.45597 0.38806  0.680
8 N -0.27801 0.87971 -1.81959  -0.174
9 N -0.12191 -1.39543 -1.97755  -0.313
10 S -1.54989 -1.82651 0.73707  -0.119
11 H -0.19281 2.99828 0.63254  0.288
12 H 1.29274 1.94717 0.75613  0.387
13 H -0.25958 0.85993 2.06366  0.403
14 H -1.63371 1.21041 0.87919  0.329
15 H 1.07975 -0.53396 1.93856  0.383
16 H 1.61516 -1.42357 0.61692  0.425
17 H -0.46407 2.92156 -1.54608  0.455
18 H 1.11826 2.36356 -1.46857  0.282
19 H 0.34366 -3.45718 1.45576  0.314
20 H -0.42802 -2.20423 2.84450  0.312
21 H -0.29550 0.84412 -2.82964  0.249
22 H -0.03790 -2.30911 -1.65760  0.237
23 H -0.43949 -1.46700 -2.87290  0.165

- LUMO level (eV) = -3.45
- highest occupied orbital energy (eV) = -12.649
- electronic energy (a.u.) = -781.93253
- 2S+1 = 1
- energy above the lowest of the compared OMol25 structures with the same formula, charge and spin (kcal/mol) = 50.3
- M (g mol⁻¹) = 157.26
- net charge = +1